# 1
{"formula": "C47H55BrN2NiOPSbSi3", "method": "the ωB97M-V functional and the def2-TZVPD basis", "lumo_ev": [-0.019, -0.016], "orbital_gap_ha": [0.2498, 0.2457], "homo_ev": [-6.82, -6.70], "de_lowest_kcal_mol": 9.98, "species": ["Ni", "C", "C", "C", "C", "C", "C", "P", "C", "C", "C", "C", "C", "C", "C", "C", "C", "C", "C", "C", "C", "C", "C", "C", "H", "H", "H", "H", "H", "H", "H", "H", "H", "H", "H", "H", "H", "H", "H", "H", "Br", "C", "C", "C", "C", "C", "C", "C", "C", "C", "C", "H", "H", "H", "H", "H", "H", "N", "C", "O", "C", "C", "C", "N", "C", "C", "H", "H", "H", "H", "H", "H", "C", "Si", "C", "C", "Sb", "Si", "C", "C", "C", "Si", "C", "C", "C", "H", "H", "H", "H", "H", "H", "H", "H", "H", "H", "H", "H", "H", "H", "H", "H", "H", "H", "H", "H", "H", "H", "H", "H", "H", "H", "H"], "coordinates": [[0.2083, -0.1674, 0.1488], [-3.3624, 1.5642, 5.3936], [-2.4847, 0.5270, 5.1187], [-1.9609, 0.3826, 3.8404], [-2.3082, 1.2671, 2.8222], [-3.1893, 2.3099, 3.1131], [-3.7131, 2.4566, 4.3877], [-1.6377, 0.9617, 1.1468], [-1.4541, 2.6454, 0.4919], [-0.9124, 3.5998, 1.2690], [-0.4223, 4.8421, 0.6881], [-0.7510, 5.1740, -0.5648], [-1.6722, 4.3094, -1.3653], [-1.5184, 2.8343, -0.9885], [-3.0248, 0.1683, 0.2689], [-4.3569, 0.3743, 0.5142], [-5.3322, -0.3793, -0.1730], [-4.9547, -1.3472, -1.0594], [-3.5870, -1.6138, -1.3146], [-3.1774, -2.6466, -2.1909], [-1.8448, -2.8701, -2.3950], [-0.8728, -2.0748, -1.7471], [-1.1998, -1.0575, -0.8745], [-2.5981, -0.8345, -0.6598], [-3.7686, 1.6828, 6.3900], [-2.1986, -0.1660, 5.8998], [-1.2609, -0.4214, 3.6377], [-3.4575, 3.0168, 2.3371], [-4.3948, 3.2715, 4.5971], [-0.7705, 3.4350, 2.3304], [0.2018, 5.4903, 1.2908], [-0.4166, 6.1183, -0.9809], [-1.4521, 4.4426, -2.4303], [-2.3318, 2.2426, -1.4124], [-4.6756, 1.1064, 1.2460], [-6.3820, -0.1963, 0.0197], [-5.7036, -1.9398, -1.5736], [-3.9289, -3.2504, -2.6862], [-1.5265, -3.6640, -3.0615], [0.1718, -2.3028, -1.9364], [2.6770, -0.9723, -1.5858], [3.6446, 0.2317, -0.4543], [4.9338, 0.4396, -0.8556], [5.7944, 1.2433, -0.0861], [5.3388, 1.7695, 1.0823], [4.0109, 1.5459, 1.5219], [3.6112, 2.0795, 2.7686], [2.3516, 1.8475, 3.2261], [1.4332, 1.1390, 2.4256], [1.7123, 0.6311, 1.1716], [3.0794, 0.7928, 0.7370], [5.2960, -0.0304, -1.7598], [6.8110, 1.4102, -0.4177], [5.9909, 2.3659, 1.7101], [4.3288, 2.6518, 3.3447], [2.0398, 2.2252, 4.1936], [0.4399, 1.0146, 2.8325], [-0.2363, -5.7793, 4.5276], [0.8797, -5.2800, 3.9373], [1.9864, -5.7242, 4.1628], [0.6857, -4.1271, 2.9846], [-0.5142, -3.4540, 2.7961], [-0.5602, -2.4106, 1.8901], [0.4986, -2.0003, 1.1907], [1.6488, -2.6501, 1.3711], [1.7833, -3.7119, 2.2494], [-0.1222, -6.5791, 5.1257], [-1.1614, -5.5054, 4.2579], [-1.4197, -3.7040, 3.3327], [-1.4896, -1.8879, 1.6944], [2.4933, -2.2978, 0.7993], [2.7320, -4.2135, 2.3763], [-3.6951, 6.2496, -2.5353], [-3.4672, 4.9660, -1.1844], [-3.7562, 5.7781, 0.4797], [-4.6923, 3.5714, -1.4410], [0.2487, 1.7408, -1.7638], [-0.7873, 1.3727, -4.0831], [0.3549, 0.2782, -5.0896], [-1.0861, 2.9855, -5.0022], [-2.4600, 0.5599, -3.8796], [2.0500, 3.5173, -2.2467], [3.3106, 2.6242, -3.3154], [1.5135, 5.0097, -3.2587], [2.8293, 4.0919, -0.6377], [-4.6719, 6.7342, -2.4647], [-3.6199, 5.7934, -3.5259], [-2.9334, 7.0313, -2.4699], [-4.8145, 6.0268, 0.5951], [-3.1807, 6.7012, 0.5716], [-3.4621, 5.1273, 1.3060], [-5.7068, 3.9183, -1.2275], [-4.4872, 2.7182, -0.7902], [-4.6791, 3.2076, -2.4725], [1.2769, 0.7979, -5.3591], [-0.1373, -0.0372, -6.0140], [0.6267, -0.6186, -4.5282], [-0.1854, 3.5795, -5.1524], [-1.8258, 3.6072, -4.4921], [-1.4937, 2.7373, -5.9881], [-2.3759, -0.4603, -3.5107], [-2.9528, 0.5321, -4.8575], [-3.1134, 1.1098, -3.1974], [2.8722, 2.3102, -4.2661], [3.7151, 1.7419, -2.8216], [4.1417, 3.3015, -3.5369], [1.3211, 4.7462, -4.2990], [2.3585, 5.7075, -3.2493], [0.6446, 5.5359, -2.8689], [2.5712, 3.4487, 0.2045], [2.5038, 5.1053, -0.3971], [3.9188, 4.0920, -0.7356]], "atomic_forces_ev_per_a": [[0.2, -0.1, 0.0], [0.0, 0.0, 0.0], [0.0, 0.0, 0.0], [0.0, 0.0, 0.0], [-0.1, -0.1, 0.0], [0.0, 0.0, 0.0], [0.0, 0.0, 0.0], [0.1, 0.1, 0.0], [-0.1, 0.0, 0.1], [0.0, 0.0, 0.0], [0.0, 0.0, 0.0], [0.0, 0.0, 0.0], [0.0, 0.0, -0.1], [0.1, 0.0, 0.1], [0.0, -0.1, -0.1], [0.0, 0.0, 0.0], [0.0, 0.0, 0.0], [0.0, 0.0, 0.0], [0.0, 0.0, 0.0], [0.0, 0.0, 0.0], [0.0, 0.0, 0.0], [0.0, 0.0, 0.0], [0.0, -0.1, -0.1], [0.0, 0.1, 0.1], [0.0, 0.0, 0.0], [0.0, 0.0, 0.0], [0.0, 0.0, 0.0], [0.0, 0.0, 0.0], [0.0, 0.0, 0.0], [0.0, 0.0, 0.0], [0.0, 0.0, 0.0], [0.0, 0.0, 0.0], [0.0, 0.0, 0.0], [0.0, 0.0, 0.0], [0.0, 0.0, 0.0], [0.0, 0.0, 0.0], [0.0, 0.0, 0.0], [0.0, 0.0, 0.0], [0.0, 0.0, 0.0], [0.0, 0.0, 0.0], [0.0, 0.0, 0.1], [0.0, 0.0, 0.1], [0.0, 0.0, 0.0], [0.0, 0.0, 0.0], [0.0, 0.0, 0.0], [0.0, 0.0, 0.0], [0.0, 0.0, 0.0], [0.0, 0.0, 0.0], [0.0, 0.0, -0.1], [0.1, 0.1, -0.2], [0.1, -0.1, 0.0], [0.0, 0.0, 0.0], [0.0, 0.0, 0.0], [0.0, 0.0, 0.0], [0.0, 0.0, 0.0], [0.0, 0.0, 0.0], [-0.1, 0.0, 0.0], [0.0, 0.0, 0.0], [0.0, 0.0, 0.0], [0.0, 0.0, 0.0], [0.0, 0.0, 0.0], [0.0, 0.0, 0.0], [-0.1, -0.1, -0.1], [-0.1, 0.1, 0.1], [0.0, 0.1, 0.1], [0.0, 0.0, 0.0], [0.0, 0.0, 0.0], [0.0, 0.0, 0.0], [0.0, 0.0, 0.0], [0.0, 0.0, 0.0], [0.0, 0.0, 0.0], [0.0, 0.0, 0.0], [0.0, 0.0, 0.0], [0.0, 0.0, 0.0], [0.0, 0.0, 0.0], [0.0, 0.0, 0.0], [-0.2, 0.0, 0.2], [0.0, 0.0, 0.0], [0.0, 0.0, 0.0], [0.0, 0.0, -0.1], [0.0, 0.0, 0.0], [0.0, 0.0, 0.0], [0.0, 0.0, 0.0], [0.1, 0.0, 0.0], [0.0, 0.0, 0.0], [0.0, 0.0, 0.0], [0.0, 0.0, 0.0], [0.0, 0.0, 0.0], [0.0, 0.0, 0.0], [0.0, 0.0, 0.0], [0.0, 0.0, 0.0], [0.0, 0.0, 0.0], [0.0, 0.0, 0.0], [0.0, 0.0, 0.0], [0.0, 0.0, 0.0], [0.0, 0.0, 0.0], [0.0, 0.0, 0.0], [0.0, 0.0, 0.0], [0.0, 0.0, 0.0], [0.0, 0.0, 0.0], [0.0, -0.1, 0.0], [0.0, 0.0, 0.0], [0.0, 0.0, 0.0], [0.0, 0.0, 0.0], [0.0, 0.0, 0.0], [0.0, 0.0, 0.0], [0.0, 0.0, 0.0], [0.0, 0.0, 0.0], [0.0, 0.0, 0.0], [0.0, 0.0, 0.0], [0.0, 0.0, 0.0], [0.0, 0.0, 0.0]], "mulliken_charge": [0.18, -0.74, -0.74, -0.75, 1.45, -0.52, -0.78, 2.42, -0.52, 0.08, -1.59, -1.30, 1.97, -1.80, -0.27, -0.27, -0.95, -0.97, 1.38, -1.15, -1.05, -0.44, 0.27, 0.62, 0.38, 0.46, 0.34, 0.28, 0.46, 0.54, 0.47, 0.62, -0.02, -0.34, 0.45, 0.43, 0.41, 0.36, 0.39, 0.17, 0.07, 0.11, -0.70, -0.81, -0.93, 1.59, -1.00, -1.33, 0.79, -0.99, 0.76, 0.49, 0.41, 0.36, 0.37, 0.45, 0.41, -0.29, 0.19, -0.62, 1.26, -0.94, -0.84, 0.57, -0.29, -0.95, 0.24, 0.15, 0.25, 0.45, 0.32, 0.51, -1.28, 0.19, -1.01, -0.79, -1.30, 0.69, -1.15, -0.86, -0.47, 1.34, -1.02, -1.35, -0.71, 0.35, 0.31, 0.35, 0.43, 0.33, 0.23, 0.52, 0.06, 0.22, 0.32, 0.42, 0.25, 0.26, 0.05, 0.48, -0.03, 0.66, -0.08, 0.24, 0.10, 0.43, 0.37, 0.47, 0.23, -0.12, 0.47, 0.45]}


# 2
{"formula": "C17H21Cl3N6O2SV", "method": "the ωB97M-V functional and the def2-TZVPD basis", "lumo_ev": [-8.005, -7.342], "orbital_gap_ha": [0.2322, 0.2592], "total_charge": 2, "homo_ev": [-14.32, -14.39], "s_squared": 0.808, "spin_multiplicity": 2, "de_lowest_kcal_mol": 15.01, "species": ["V", "Cl", "C", "C", "C", "Cl", "C", "O", "C", "Cl", "C", "H", "H", "C", "C", "C", "C", "N", "C", "N", "N", "N", "H", "H", "H", "H", "H", "H", "H", "H", "H", "H", "C", "C", "O", "H", "H", "H", "C", "N", "C", "C", "N", "C", "S", "H", "H", "H", "H", "H", "H"], "coordinates": [[-1.2808, -0.9284, -0.0734], [4.4060, -1.1550, 4.5346], [2.9461, -1.1251, 3.6428], [2.9887, -0.8220, 2.2846], [1.8055, -0.8052, 1.5833], [1.7754, -0.4254, -0.1120], [0.5856, -1.0798, 2.2050], [-0.5414, -1.0435, 1.4727], [0.5669, -1.3768, 3.5687], [-0.9394, -1.7067, 4.3225], [1.7452, -1.4016, 4.2871], [3.9289, -0.6086, 1.7965], [1.7336, -1.6353, 5.3422], [1.4624, 3.9370, 1.7894], [0.9855, 4.8163, 0.6365], [1.8370, 4.6142, -0.6128], [-0.5061, 4.6220, 0.3501], [-0.8176, 3.2499, -0.0823], [-1.0437, 2.1667, 0.6433], [-1.2033, 1.1613, -0.1982], [-1.0583, 1.6596, -1.4483], [-0.8261, 2.9084, -1.3821], [2.4881, 4.1910, 2.0534], [1.4644, 2.8776, 1.5098], [0.8499, 4.0660, 2.6847], [1.0630, 5.8613, 0.9473], [1.8148, 3.5738, -0.9478], [2.8756, 4.8654, -0.4017], [1.4997, 5.2418, -1.4380], [-0.8422, 5.2707, -0.4558], [-1.1071, 4.8173, 1.2373], [-1.0888, 2.1278, 1.7187], [-4.6214, -0.8430, -0.0600], [-3.2050, -0.8887, -0.4348], [-2.6840, -0.8694, -1.5440], [-5.0019, -1.8693, -0.1266], [-5.1745, -0.2267, -0.7704], [-4.7520, -0.5003, 0.9622], [1.0848, -5.1298, -2.1779], [0.1253, -4.2793, -2.8834], [-0.0797, -4.2681, -4.2509], [-1.0655, -3.3839, -4.5030], [-1.4449, -2.8659, -3.2814], [-0.7148, -3.4158, -2.2990], [-0.8109, -3.2106, -0.5810], [1.7514, -5.5723, -2.9112], [0.5621, -5.9161, -1.6376], [1.6601, -4.5282, -1.4790], [0.4891, -4.8923, -4.9167], [-1.5210, -3.0788, -5.4274], [-2.1649, -2.1763, -3.1362]], "atomic_forces_ev_per_a": [[0.3, -0.2, 0.2], [0.0, 0.0, 0.0], [-0.1, 0.0, 0.0], [0.1, 0.0, 0.0], [-0.1, 0.0, 0.0], [0.0, 0.0, 0.0], [0.3, 0.0, 0.2], [-0.2, 0.1, -0.1], [-0.2, 0.0, -0.1], [0.0, 0.0, 0.0], [0.1, 0.0, 0.0], [0.0, 0.0, 0.0], [0.0, 0.0, 0.0], [0.0, 0.0, 0.0], [0.0, -0.1, 0.0], [0.0, 0.0, 0.0], [0.1, 0.1, 0.0], [0.0, 0.0, 0.0], [0.0, 0.0, 0.0], [-0.1, -0.1, 0.0], [0.0, 0.1, 0.0], [0.0, -0.1, 0.0], [0.0, 0.0, 0.0], [0.0, 0.0, 0.0], [0.0, 0.0, 0.0], [0.0, 0.0, 0.0], [0.0, 0.0, 0.0], [0.0, 0.0, 0.0], [0.0, 0.0, 0.0], [0.0, 0.0, 0.0], [0.0, 0.0, 0.0], [0.0, 0.0, 0.0], [0.0, 0.0, 0.0], [0.1, 0.0, -0.1], [-0.2, 0.1, 0.0], [0.0, 0.0, 0.0], [0.0, 0.0, 0.0], [0.0, 0.0, 0.0], [0.0, 0.0, 0.0], [0.0, 0.0, 0.0], [0.0, 0.0, 0.0], [0.0, 0.0, 0.0], [0.0, 0.0, 0.0], [0.0, -0.1, -0.1], [0.0, 0.1, 0.0], [0.0, 0.0, 0.0], [0.0, 0.0, 0.0], [0.0, 0.0, 0.0], [0.0, 0.0, 0.0], [0.0, 0.0, 0.0], [0.0, 0.0, 0.0]], "mulliken_charge": [0.79, -0.14, 0.38, -0.72, 0.95, -0.19, -0.61, -0.39, 0.37, -0.16, -0.64, 0.48, 0.47, -1.37, 0.82, -1.41, -1.16, 0.59, -0.57, 0.34, -0.10, -0.63, 0.43, 0.24, 0.36, 0.33, 0.25, 0.43, 0.38, 0.37, 0.46, 0.58, -1.14, 0.94, -0.45, 0.36, 0.37, 0.36, -0.81, 0.17, -0.14, -0.59, 0.11, 0.21, -0.33, 0.31, 0.35, 0.33, 0.44, 0.45, 0.17]}


# 3
{"formula": "C4H3FO", "method": "the ωB97M-V functional and the def2-TZVPD basis", "lumo_ev": 0.821, "orbital_gap_ha": 0.3992, "homo_ev": -10.04, "de_lowest_kcal_mol": 68.24, "smiles": "C#C[C@H]1O[C@H]1F", "species": ["C", "C", "C", "O", "C", "F", "H", "H", "H"], "coordinates": [[1.7920, -0.1117, -1.3623], [0.7013, -0.0470, -0.8220], [-0.3830, 0.2985, 0.2066], [-1.2420, 1.2949, -0.1955], [-1.8473, 0.1018, 0.0976], [-2.5171, -0.4814, -0.9110], [2.4399, -0.5136, -2.0807], [-0.1611, 0.1192, 1.2728], [-2.3483, -0.1209, 1.0546]], "atomic_forces_ev_per_a": [[-2.4, -0.5, 0.4], [-0.2, 0.7, 2.0], [1.8, -3.0, -1.5], [-1.5, 2.2, 1.0], [0.3, -1.2, -0.2], [0.3, -0.1, -0.3], [0.9, 0.1, -0.4], [0.8, 1.0, -0.5], [-0.1, 0.8, -0.5]], "mulliken_charge": [-0.09, -0.49, 0.01, -0.38, 0.20, -0.25, 0.36, 0.31, 0.32]}


# 4
{"formula": "C8H20ClIN2OPSTb", "method": "the ωB97M-V functional and the def2-TZVPD basis", "lumo_ev": [-8.258, -8.239], "orbital_gap_ha": [0.2565, 0.2576], "total_charge": 2, "homo_ev": [-15.24, -15.25], "s_squared": 12.710, "spin_multiplicity": 7, "species": ["C", "I", "H", "H", "H", "Tb", "P", "C", "C", "H", "H", "H", "C", "H", "H", "H", "H", "H", "H", "C", "O", "Cl", "C", "N", "C", "S", "N", "C", "H", "H", "H", "H", "H", "H", "H", "H"], "coordinates": [[0.8112, -1.4007, -0.2869], [0.8494, 2.2812, -0.0403], [-0.2739, -1.6582, -0.3260], [1.1593, -2.0469, 0.5125], [1.1474, -1.7955, -1.2387], [-1.0493, -0.0190, 0.8543], [-0.3112, 0.3096, -2.2999], [1.2581, 0.7989, -3.1337], [-0.7860, -1.0654, -3.4034], [-2.3616, 1.5209, -2.3160], [-1.5205, 1.5627, -3.9093], [-0.9679, 2.6187, -2.5540], [-1.4047, 1.6558, -2.8267], [-1.7227, -1.4956, -3.0329], [-0.9267, -0.6402, -4.4053], [1.0279, 0.9383, -4.1985], [2.0432, 0.0414, -3.0127], [-0.0075, -1.8380, -3.4216], [1.6404, 1.7413, -2.7317], [1.6584, -0.0796, -0.1799], [2.8530, -0.0856, -0.2441], [-3.4431, -0.4275, 0.1935], [-3.2147, -0.4676, 3.8362], [-1.8704, -0.1186, 3.3302], [-0.7502, -0.8772, 3.5237], [0.7339, -0.2992, 2.8577], [-0.8635, -2.0565, 4.1188], [-1.4576, -2.3423, 5.4427], [-3.3085, -1.5586, 3.7816], [-3.9686, -0.0079, 3.1839], [-3.2925, -0.1000, 4.8733], [-1.6304, 0.8666, 3.4903], [-0.0496, -2.6548, 3.9515], [-2.4126, -2.8935, 5.3545], [-0.7604, -2.9732, 6.0174], [-1.6337, -1.4153, 6.0087]], "atomic_forces_ev_per_a": [[0.7, -1.2, 0.1], [0.1, -1.0, 0.9], [0.6, 0.6, -0.5], [0.7, 0.0, 0.1], [0.1, -0.3, -0.1], [-1.2, 1.6, -1.2], [-0.4, 0.2, -0.8], [0.1, 0.0, 0.3], [-0.2, 0.0, 0.3], [-0.1, 0.2, -0.3], [-0.2, 0.3, 0.1], [-0.2, -0.1, -0.2], [-0.1, -0.2, 0.1], [0.1, -0.1, -0.3], [0.0, -0.4, 0.2], [0.1, -0.1, 0.2], [-0.2, 0.1, -0.2], [-0.2, 0.1, -0.1], [-0.1, -0.2, -0.2], [3.2, 0.7, 0.1], [-3.9, -0.2, 0.2], [1.0, 0.1, 0.4], [-0.1, -0.2, 0.2], [0.2, 1.3, 0.3], [0.3, -0.7, 0.5], [-0.7, -0.4, 0.2], [1.4, -0.5, 0.1], [-1.1, -0.2, 0.6], [-0.2, 0.4, 0.1], [0.3, -0.1, 0.3], [-0.3, -0.3, -0.5], [-0.3, -0.2, -0.1], [-0.3, 0.4, 0.1], [0.5, 0.3, 0.0], [-0.2, 0.4, -0.4], [0.1, -0.3, -0.3]], "mulliken_charge": [-0.73, 0.17, 0.38, 0.52, 0.45, 0.59, 0.54, -1.18, -1.36, 0.36, 0.42, 0.36, -1.13, 0.38, 0.45, 0.43, 0.35, 0.38, 0.38, 0.24, -0.28, -0.39, -0.91, -0.18, 0.39, -0.22, -0.19, -0.93, 0.31, 0.30, 0.34, 0.42, 0.35, 0.35, 0.35, 0.32]}


no.,total energy (eV),molecular weight (g mol⁻¹)
1,-205207.4415,1039.56
2,-105081.2455,530.77
3,-8957.3677,86.06
4,-76815.1541,544.58